Formula: C4H10N2O
Source: OMol25
Level of theory: the ωB97M-V functional and the def2-TZVPD basis

Results
LUMO level (spin up / spin down): 0.244 / 0.243 eV
energy: -342.98841 Eh
HOMO energy (spin up / spin down): -8.33 / -8.33 eV
F_max: 2.99 eV/Å
orbital gap (spin up / spin down): 8.57 / 8.57 eV

XYZ file:
```
17
Properties=species:S:1:pos:R:3:forces:R:3:lowdin_charge:R:1
C 0.3290 -1.4469 -1.1425 0.21 -0.26 -0.16 -0.32
C 1.7454 -0.9755 -0.8321 -0.39 -0.02 -0.04 -0.10
O -0.6049 -0.3830 -1.2024 0.09 0.34 -0.44 -0.12
H -0.2572 0.2945 -1.8095 -0.18 -0.29 0.44 0.08
H 0.3269 -2.0154 -2.0930 -0.04 0.12 0.33 0.11
H -0.0373 -2.1102 -0.3509 0.09 0.06 -0.15 0.11
H 2.1164 -0.3334 -1.6318 0.05 0.02 -0.03 0.07
H 2.4127 -1.8284 -0.7361 0.10 -0.08 0.00 0.07
H 1.7555 -0.4082 0.0958 0.01 0.05 0.10 0.06
C -1.8736 0.3634 1.6872 -0.70 0.61 0.44 -0.13
N -0.5930 1.0293 1.6608 -1.28 -1.21 0.86 -0.06
C 0.5278 2.2323 0.1463 -0.14 1.36 -0.96 0.07
N -0.4420 1.9421 0.8422 2.57 -1.51 -0.31 -0.08
H 1.1799 3.0742 0.2773 -0.21 0.87 -0.07 0.04
H -1.9147 -0.2438 2.5894 -0.06 0.04 -0.04 0.07
H -1.9781 -0.2766 0.8081 0.13 0.04 -0.01 0.06
H -2.6929 1.0857 1.6913 -0.26 -0.11 0.04 0.07
```
Forces are in eV/Å.

---

Formula: C4H10N2O
Source: OMol25
Level of theory: the ωB97M-V functional and the def2-TZVPD basis

Results
LUMO level: 0.766 eV
energy: -343.05134 Eh
HOMO energy: -8.88 eV
F_max: 4.81 eV/Å
orbital gap: 9.65 eV
structure (SMILES): NCNCCC=O

XYZ file:
```
17
Properties=species:S:1:pos:R:3:forces:R:3:lowdin_charge:R:1
N -1.1125 2.0731 -2.5375 1.92 2.91 -2.04 -0.01
C -1.1497 1.1025 -1.5900 -0.57 -2.67 3.96 -0.40
N 0.0695 0.2938 -1.0571 -0.61 -0.43 2.55 -0.02
C 0.6677 0.5562 0.4811 -2.78 0.51 -2.54 -0.16
C 0.1547 -0.3569 1.6028 4.56 0.08 0.40 -0.16
C 0.7084 -1.7509 1.3768 -2.02 -4.13 0.57 -0.24
O 0.8479 -2.6433 2.2557 0.06 3.34 -2.63 -0.01
H -0.8074 1.8479 -3.5321 -0.26 0.60 2.19 0.12
H -0.7398 2.9565 -2.0741 -0.42 -1.40 -1.90 0.11
H -1.8204 0.3191 -1.8091 -0.82 -0.95 -0.97 0.09
H -1.6520 1.5468 -0.7361 0.10 0.24 0.64 0.10
H 0.7558 0.7578 -1.5344 2.75 0.88 -1.81 0.01
H 1.7432 0.7221 0.4201 -0.15 -0.43 -0.05 0.11
H 0.1645 1.4817 0.6279 0.18 1.28 0.71 0.07
H 0.7496 -0.0487 2.5417 -1.33 -0.06 -1.03 0.15
H -0.8824 -0.2335 1.7416 -1.21 -0.41 0.21 0.10
H 0.7193 -2.0778 0.2467 0.61 0.65 1.73 0.14
```
Forces are in eV/Å.